Record 1
Formula: C25H41N2O2ReSi4Te
Source: the OMol25 dataset
Level of theory: ωB97M-V with the def2-TZVPD basis set

```
76
Properties=species:S:1:pos:R:3:forces:R:3:lowdin_spin:R:1
Re 7.6372 7.3767 12.3387 0.6261 0.4273 0.8128 2.26
O 7.6971 5.6077 11.5405 -0.5106 0.1721 -0.0720 0.15
C 7.0607 5.2561 10.4156 1.0455 0.4337 0.7804 0.02
C 7.5588 4.1355 9.8055 0.8894 -1.0532 0.2704 0.00
C 7.0589 3.7104 8.6189 0.1971 -0.4014 -0.6445 0.01
C 6.0301 4.3891 7.9665 0.1988 -0.4483 0.0409 0.01
C 5.4556 5.4175 8.6254 -0.6206 1.7133 0.3932 0.01
C 6.0219 5.9514 9.8107 -0.8003 0.1372 0.2766 0.01
C 5.4248 7.1290 10.3809 -0.4954 -1.0564 -1.1970 0.05
N 5.8604 7.7536 11.4030 0.2979 0.8483 0.3770 0.03
C 5.1435 8.8954 11.9796 0.2209 0.8472 0.7327 0.00
C 6.1450 9.8630 12.7105 -2.3934 0.6075 -1.0570 0.00
N 7.0385 9.0796 13.4393 1.5636 -1.3635 1.0562 0.01
C 7.3560 9.3777 14.6473 0.5933 -0.9186 1.0245 0.05
C 8.2613 8.5973 15.4949 0.2417 0.6780 -0.1161 0.01
C 8.5737 9.0868 16.7784 0.7054 -0.3719 0.4682 0.01
C 9.5366 8.4646 17.5728 -0.2206 0.5483 0.8206 0.00
C 10.1878 7.3135 17.1496 -0.0607 -0.7152 -1.8044 0.01
C 9.9262 6.8156 15.8721 -0.2611 0.5898 -0.0642 0.00
C 8.9866 7.4721 15.0483 0.0634 -0.7297 0.2780 0.02
O 8.7752 6.9158 13.8619 -0.0941 -0.1020 -0.7121 0.14
H 8.4052 3.6430 10.2877 -0.3521 0.0208 -0.1491 0.00
H 7.4802 2.8268 8.1767 0.1682 -0.1709 -0.2777 0.00
H 5.7584 4.1114 6.9719 -0.5099 -0.2975 -0.2749 0.00
H 4.5563 5.9417 8.2895 0.3750 -0.2352 -0.3953 0.00
H 4.5332 7.4647 9.8522 -0.1163 0.2469 0.2694 0.00
H 4.4370 8.4985 12.7140 0.0624 0.0736 0.0422 0.00
H 4.5772 9.4721 11.2584 -0.0706 -0.1105 -0.4162 0.00
H 5.5683 10.5625 13.3519 0.2757 -0.3315 -0.3548 0.00
H 6.7238 10.4249 11.9924 -0.0275 0.2819 -0.4556 0.00
H 6.9090 10.2506 15.1226 -0.0442 0.0526 -0.1334 0.00
H 8.0995 9.9759 17.1749 -0.1178 0.0278 -0.1745 0.00
H 9.8045 8.8741 18.5586 -0.3677 -0.1132 -0.5637 0.00
H 10.9356 6.7467 17.6824 0.0062 0.3999 0.6285 0.00
H 10.4610 5.9605 15.4330 -0.3907 0.4007 0.4258 0.00
C 12.1112 12.9000 11.4619 -0.2914 -0.0682 -1.2377 0.00
Si 10.4997 12.0185 11.1017 0.0319 -0.0739 0.9349 0.01
C 9.7147 12.6239 9.5484 0.2116 0.0714 0.7012 0.00
C 9.4674 12.4915 12.5891 0.0727 0.5985 -0.5414 0.00
Si 10.9986 9.8004 11.0897 -0.1335 -0.8133 -0.4345 0.03
Te 8.8332 8.5723 10.3360 0.1823 0.1129 0.2660 0.13
Si 12.1887 9.4813 9.0814 0.2503 -1.8422 0.2818 0.00
C 13.7784 10.4466 9.0537 -1.1753 0.3186 -0.1811 0.00
C 12.6228 7.5939 8.9427 0.5881 1.4003 0.0815 0.00
C 11.3075 9.8824 7.5166 0.3341 0.5466 -0.3739 0.00
Si 12.1163 8.9190 12.9694 -0.7133 -0.7201 -0.9266 0.00
C 12.0324 7.0469 13.0568 -0.2515 0.2458 0.7707 0.00
C 13.8785 9.3542 12.7282 0.9303 0.0914 -0.0555 0.00
C 11.4740 9.8089 14.4317 -0.4665 0.8255 0.2390 0.00
H 11.8624 13.9507 11.3430 0.3699 0.3618 -0.3179 0.00
H 12.9607 12.5807 10.8419 -0.2546 0.3908 0.1366 0.00
H 12.3617 12.7967 12.4826 0.3973 -0.3375 1.2538 0.00
H 9.3835 13.6080 9.8598 -0.2875 0.3966 -0.3462 0.00
H 8.8729 12.0140 9.2537 -0.1424 -0.0615 -0.3635 0.00
H 10.4880 12.7229 8.8068 -0.0037 0.0263 -0.6427 0.00
H 9.4002 13.5773 12.5638 0.1125 0.3357 0.0895 0.00
H 10.0434 12.2338 13.4640 -0.1640 -0.2411 0.5268 0.00
H 8.4359 12.1795 12.6179 -0.2878 -0.5717 0.1681 0.00
H 14.2772 10.3300 9.9850 0.6973 0.1597 0.7224 0.00
H 13.4870 11.4851 8.8760 0.3981 0.0854 0.0672 0.00
H 14.3849 10.0931 8.2407 0.4102 -0.1100 -0.3903 0.00
H 13.5569 7.4226 9.4849 0.0785 -0.0547 -0.0984 0.00
H 12.7836 7.3597 7.8878 -0.0010 -0.1180 0.0691 0.00
H 11.9005 6.9322 9.3686 -0.7010 -0.4181 0.1389 0.00
H 10.8372 10.8564 7.4915 -0.0832 0.2975 0.0089 0.00
H 10.5597 9.1538 7.2449 -0.0714 -0.3493 -0.2824 0.00
H 12.1575 9.9156 6.8018 -0.6878 -0.2194 -0.0181 0.00
H 12.4704 6.6353 12.1662 0.2822 -0.3161 -0.4179 0.00
H 11.0706 6.5806 13.2299 -0.3932 0.1810 -0.3456 0.00
H 12.6066 6.7272 13.9303 0.4058 0.0479 -0.0869 0.00
H 14.2958 8.8400 11.8385 -0.1157 0.4348 0.4456 0.00
H 14.4572 9.0266 13.6096 -0.1080 0.1040 -0.2909 0.00
H 13.9843 10.4473 12.6522 0.1875 -0.3187 -0.1775 0.00
H 10.3665 9.9170 14.4729 0.8706 -0.1311 0.1399 0.00
H 11.9475 10.8075 14.4379 -0.3551 -0.2327 0.0194 0.00
H 11.8702 9.2839 15.2886 -0.2001 -0.1224 0.6327 0.00
```
Forces are in eV/Å.

2S+1 = 4
net charge = +1
calculated total energy = -74597.0084 eV
<S²> = 3.7915

=====

Record 2
Formula: C25H41N4O12P2S
Source: the OMol25 dataset
Level of theory: ωB97M-V with the def2-TZVPD basis set

```
85
Properties=species:S:1:pos:R:3:forces:R:3:mulliken_charge:R:1
C 0.2250 0.2128 3.6117 -0.3894 -0.1799 0.2377 -1.74
C 1.0078 1.4680 3.2464 -0.0129 -0.4089 0.0902 -1.16
C 1.5410 1.8095 1.8101 0.7009 0.7850 0.2158 0.78
P 2.9382 0.6288 1.5292 0.5315 -1.7223 0.6345 0.86
N 2.9549 -0.6017 2.4866 -0.4174 0.2335 -0.3069 -1.07
O 4.2546 1.5166 1.8163 -0.4408 0.2262 -0.4475 -0.44
O 3.0249 0.0989 -0.0063 0.1446 0.0487 0.4049 -0.60
C 2.1720 3.2021 2.1469 -0.3956 -0.2281 0.4908 -1.52
O 2.9844 3.8381 1.1731 -0.0510 -0.0001 -0.1740 -0.43
S 2.7189 3.5757 -0.3524 0.0603 0.4401 -0.5840 1.82
O 3.6746 2.5855 -0.7938 -0.0345 -0.3357 0.3684 -0.68
O 2.8304 4.8136 -1.0548 -0.0705 0.2091 0.0635 -0.86
C 0.9818 3.0384 -0.4501 -0.0820 0.1454 0.1196 0.81
C 0.7632 2.6828 -1.9294 1.1017 -0.2057 -0.6712 -2.00
C 1.7342 1.7048 -2.6358 -0.7650 -0.6229 -0.5090 -1.10
C 0.9841 0.6318 -3.4565 0.4691 -0.0275 0.7520 0.48
C 1.9324 -0.0738 -4.4360 -0.7027 0.0928 -0.6059 -1.32
N 2.0250 -1.5304 -4.2264 -0.0373 0.5677 0.8000 -0.32
C 3.0699 -1.9646 -3.4219 0.1350 -0.1413 0.0366 0.51
N 4.2964 -1.6575 -3.5392 0.0725 0.1734 -0.1428 -0.78
N 2.6677 -2.8964 -2.4123 0.0841 -0.3857 -0.2331 -0.44
C 0.1938 4.4040 -0.1880 -0.3357 0.3610 -0.0264 0.23
O -0.7335 4.6300 -0.9642 -0.2697 -0.2170 -0.5642 -0.74
O 0.5364 5.0496 0.8029 0.3575 0.2463 0.7871 -0.75
C 0.4914 1.9745 0.6396 -0.0411 -0.3852 -0.1220 3.40
C 0.1460 0.6710 -0.0917 -0.4568 -0.5643 -0.1343 -2.28
C -0.4052 -0.5381 0.6798 0.2823 -0.3321 -0.6776 -0.97
C -1.0812 -1.4495 -0.3129 -0.3497 -0.0950 0.1071 -0.34
C -2.4587 -1.3222 -0.5395 0.0987 -0.5328 -0.5792 0.12
C -3.0997 -2.1815 -1.4360 0.4139 -0.0833 0.1190 -1.02
C -2.3852 -3.1730 -2.1124 0.3273 0.3799 0.3889 -0.75
C -1.0107 -3.2848 -1.8921 -0.0418 0.1476 0.1759 -0.86
C -0.3634 -2.4335 -0.9952 -0.7527 0.1567 -0.0889 -0.26
C -0.8266 2.4395 1.3149 0.2200 0.3236 -0.0896 -2.82
P -2.4126 2.5903 0.4516 -0.9252 0.0132 0.7428 0.35
O -3.3975 1.6197 0.9972 0.2109 -0.4361 -0.0223 -0.82
O -2.4419 2.4464 -1.1406 0.4667 0.1674 -0.2816 -0.57
O -2.9020 4.0708 0.7874 0.2383 -0.1375 -0.3425 -0.45
H 0.5263 -0.6886 3.1043 0.2540 -0.0201 -0.1132 0.34
H -0.8535 0.3052 3.5015 -0.1145 0.1576 -0.1578 0.38
H 0.3843 0.0234 4.6716 0.0753 0.0267 0.1511 0.48
H 1.8881 1.4412 3.8818 0.2643 0.0013 -0.0290 0.85
H 0.4459 2.3265 3.6064 -0.1068 0.2055 -0.1040 0.52
H 2.9583 -1.4679 1.9647 -0.0064 -0.1560 0.1588 0.22
H 4.9943 1.1511 1.3213 0.2739 0.0808 0.1652 0.43
H 3.8444 0.3655 -0.4380 -0.1615 0.4036 -0.3144 0.41
H 2.7976 3.1054 3.0253 0.3402 -0.1476 -0.0378 0.70
H 1.3617 3.8642 2.4324 -0.0795 0.2524 -0.3912 0.51
H -0.2444 2.3584 -2.1343 -0.3389 0.1023 0.4236 0.45
H 0.8562 3.6162 -2.4705 -0.1528 0.2877 0.0646 0.85
H 2.3744 1.1533 -1.9620 0.1535 0.1605 0.0746 0.26
H 2.3739 2.2309 -3.3394 0.2123 0.3248 0.1559 1.03
H 0.6462 -0.1044 -2.7252 -0.3305 -0.1488 -0.0983 -0.55
H 0.0937 1.0389 -3.9294 -0.0089 0.0746 -0.2634 0.61
H 2.9103 0.3852 -4.3572 0.2953 -0.1553 0.0041 0.50
H 1.5822 0.1089 -5.4511 0.0956 -0.0421 -0.1695 0.22
H 1.1553 -1.8583 -3.8270 -0.0522 -0.2119 -0.0989 0.34
H 4.4152 -1.0315 -4.3343 0.1310 -0.0362 -0.0077 0.29
H 3.3931 -3.6030 -2.3793 0.0722 -0.0354 0.1170 0.33
H 2.7139 -2.4328 -1.5102 -0.1338 0.1566 0.0027 0.20
H 0.9600 0.2823 -0.6902 0.2042 0.2198 0.0734 0.16
H -0.6304 0.8908 -0.8176 -0.0190 0.3518 -0.0792 1.26
H 0.4323 -1.0983 1.0866 -0.0336 0.0082 0.4888 0.23
H -1.1361 -0.3066 1.4419 0.0649 0.1625 0.2182 0.56
H -3.0469 -0.5739 -0.0236 0.1054 0.1165 0.2242 0.79
H -4.1657 -2.0942 -1.5888 -0.1264 0.0515 -0.0372 0.46
H -2.8967 -3.8436 -2.7852 -0.0065 -0.0908 -0.1195 0.41
H -0.4229 -4.0445 -2.3883 -0.0247 -0.0735 -0.1216 0.48
H 0.6934 -2.5401 -0.8087 0.0547 -0.0685 0.0034 0.45
H -1.1259 1.7253 2.0728 0.0648 -0.2892 -0.0343 0.55
H -0.6497 3.3600 1.8646 -0.1607 0.3494 -0.2391 1.21
H -2.8207 1.5844 -1.3514 -0.1080 -0.0820 0.0811 0.43
H -3.8302 4.0768 0.5207 -0.1320 0.3153 0.1223 0.36
O -1.6260 -3.0404 2.4673 0.1273 0.1091 0.0130 -0.57
C -2.7616 -3.3996 2.5103 0.1084 -0.1013 0.0697 0.62
O -3.7962 -2.5372 2.6679 -0.0418 -0.0099 -0.0078 -0.34
C -5.0316 -3.2553 2.7803 -0.0938 -0.0566 -0.0377 -0.51
C -4.7698 -4.6076 2.1280 0.0658 -0.1181 0.0137 -0.47
C -3.2880 -4.8215 2.4326 -0.4116 0.1120 -0.2778 -0.50
H -5.2829 -3.3477 3.8400 0.0091 -0.0190 0.0071 0.28
H -5.8142 -2.6880 2.2822 0.0785 0.1225 0.0077 0.33
H -5.4219 -5.3965 2.4993 -0.0053 0.0365 0.0614 0.34
H -4.9139 -4.5304 1.0494 -0.0004 0.0254 -0.0025 0.26
H -3.1296 -5.3027 3.3988 0.0698 -0.0177 -0.0042 0.28
H -2.7733 -5.3757 1.6533 0.1855 -0.0112 0.1124 0.28
```
Forces are in eV/Å.

net charge = -1
calculated total energy = -86538.8611 eV

=====

Record 3
Formula: C25H41NO13S
Source: the OMol25 dataset
Level of theory: ωB97M-V with the def2-TZVPD basis set

```
81
Properties=species:S:1:pos:R:3:forces:R:3:mulliken_charge:R:1
N 4.1218 -0.1940 0.0209 -0.1800 -0.2316 -0.8018 -0.44
C 4.1958 -1.0259 -1.1857 -0.1216 -0.8178 0.6249 -1.20
C 2.8470 -1.1865 -1.9096 -0.0892 0.5780 -0.3583 0.02
C 2.1773 0.1546 -2.3304 0.2138 0.4651 0.7316 -0.81
C 1.0959 0.7128 -1.3653 -0.5015 -0.4154 0.0799 0.87
C 0.3115 -0.3539 -0.5426 -0.7085 1.9905 0.0947 -0.84
O 0.2374 -1.6510 -1.1653 2.1471 -0.6389 0.4594 -0.33
S 1.7351 -2.3064 -0.9554 1.3583 -4.1271 1.1067 1.30
O 1.8098 -3.6540 -1.5777 -0.9736 2.9580 0.0760 -0.73
O 2.1103 -2.4180 0.4681 -1.1571 1.3836 -2.1376 -0.66
H 3.7458 0.7172 -0.2201 0.2702 0.2035 0.1439 0.18
H 5.0719 -0.0968 0.3481 -0.0406 0.3507 0.2866 0.28
H 4.9774 -0.7055 -1.9020 -0.5419 0.0784 -0.0636 0.43
H 4.5017 -2.0352 -0.8579 -0.0380 0.2859 -0.1174 0.47
H 3.0496 -1.7467 -2.8335 -0.2144 -0.1637 0.4363 0.40
H 2.9882 0.9045 -2.3563 -0.2412 -0.2277 -0.1051 0.31
H 1.7963 0.1115 -3.3594 -0.0645 -0.2698 0.3838 0.07
H 0.3564 1.2523 -1.9697 0.4475 -0.1203 0.2223 -0.01
H 1.5102 1.4296 -0.6397 -0.0111 -0.4563 -0.4031 -0.22
H -0.7272 0.0033 -0.4650 0.2520 -0.3677 -0.0838 0.45
H 0.7008 -0.3792 0.4842 0.0282 -0.6163 -0.3390 0.50
O -0.8293 0.9598 -3.6515 0.1372 0.1943 -0.2107 -0.60
C -0.8177 0.3140 -4.6587 -0.4329 0.0720 0.1853 0.56
O 0.0140 0.5722 -5.6956 0.0496 -0.0071 0.1151 -0.36
C -0.2900 -0.3088 -6.7912 0.0416 -0.1308 -0.3096 -0.48
C -0.9970 -1.4949 -6.1631 -0.1266 -0.2735 -0.0222 -0.52
C -1.7182 -0.8503 -4.9882 0.2694 -0.4119 -0.2433 -0.33
H -0.9255 0.2270 -7.5008 0.0076 0.0165 0.0519 0.29
H 0.6332 -0.5938 -7.2925 0.0609 0.1950 0.0912 0.34
H -1.6559 -2.0184 -6.8542 0.0345 0.0669 -0.0307 0.33
H -0.2608 -2.2118 -5.7930 -0.0180 0.0240 -0.0305 0.25
H -2.7002 -0.4661 -5.2703 -0.0126 0.0150 0.1196 0.31
H -1.8052 -1.5252 -4.1402 -0.1729 0.2084 0.1166 0.17
O 2.6823 3.1647 -0.6193 0.5441 0.3517 0.2349 -0.59
C 2.0723 4.1354 -0.9760 -0.2373 -0.3122 0.0535 0.52
O 2.2640 5.3656 -0.4500 0.1647 -0.1564 -0.0850 -0.41
C 1.3071 6.2816 -1.0080 -0.1615 0.3328 -0.0194 -0.32
C 0.8778 5.6566 -2.3210 -0.1912 0.0336 -0.2737 -0.69
C 0.9842 4.1711 -2.0163 0.2144 0.3554 -0.4447 -0.03
H 0.4769 6.3860 -0.3061 0.0179 -0.0802 -0.0148 0.10
H 1.7766 7.2546 -1.1461 0.1489 -0.0944 0.1612 0.41
H -0.1133 5.9714 -2.6449 0.0067 0.0054 0.1107 0.31
H 1.5895 5.9231 -3.1065 -0.0291 0.0311 0.0334 0.32
H 0.0689 3.7811 -1.5795 -0.0204 -0.0860 0.0111 0.04
H 1.2648 3.5922 -2.8942 -0.0502 -0.2172 0.1603 0.40
O -1.5028 4.2722 -0.0428 0.2871 0.1890 -0.1551 -0.60
C -1.0673 4.0855 1.0570 -0.3012 -0.2731 -0.0064 0.44
O 0.2595 4.0754 1.3463 -0.4340 0.0805 -0.1013 -0.17
C 0.4440 3.7183 2.7287 0.3120 -0.0893 0.2911 -0.50
C -0.8713 4.0452 3.4077 -0.1686 0.0279 0.2507 -0.54
C -1.8761 3.7907 2.2959 0.1892 0.2416 0.4214 -0.47
H 0.6873 2.6543 2.7809 -0.0132 0.0255 -0.0505 0.26
H 1.2740 4.2892 3.1398 0.0748 -0.0116 -0.2398 0.32
H -1.0481 3.4582 4.3075 0.0720 -0.0291 -0.0443 0.35
H -0.8919 5.1013 3.6860 0.0275 -0.0380 0.0047 0.27
H -2.1980 2.7480 2.2653 -0.0839 0.0422 -0.0746 0.25
H -2.7373 4.4504 2.3625 -0.1248 -0.1844 -0.2208 0.33
O -4.9228 -5.4779 0.7127 -0.1940 0.1935 -0.0848 -0.59
C -3.9289 -4.8160 0.7662 -0.0926 -0.4176 -0.0744 0.47
O -3.8150 -3.5956 0.1881 -0.0290 -0.0417 0.0882 -0.38
C -2.4687 -3.1118 0.3393 0.2420 0.2035 -0.1309 -0.19
C -1.9035 -3.8681 1.5232 0.3541 -0.0675 0.2943 0.07
C -2.6252 -5.2034 1.4238 0.2409 0.4337 0.2506 -0.48
H -1.9184 -3.3167 -0.5820 -0.0312 0.0048 0.0189 0.07
H -2.4854 -2.0361 0.5080 -0.1991 -0.0260 -0.1077 0.17
H -0.8161 -3.9495 1.5012 -0.0251 0.0525 -0.1262 0.50
H -2.1858 -3.3654 2.4510 -0.0630 0.0228 -0.0743 -0.25
H -2.0987 -5.9058 0.7749 -0.0742 -0.0701 0.0416 0.30
H -2.8011 -5.6485 2.4001 -0.1015 -0.2354 -0.1510 0.25
O -2.9897 -2.1908 4.6556 -0.0442 0.2642 0.1019 -0.59
C -2.0146 -2.5385 5.2535 -0.1362 -0.0852 -0.4176 0.54
O -1.2890 -1.7080 6.0409 -0.0636 -0.0242 0.0253 -0.36
C -0.1231 -2.3952 6.5264 0.2689 0.0056 0.1544 -0.41
C -0.4623 -3.8707 6.4331 0.0872 -0.3064 0.0435 -0.61
C -1.3833 -3.9090 5.2225 0.2109 -0.1882 0.5104 -0.19
H 0.7272 -2.1236 5.8957 -0.0447 -0.0075 -0.0135 0.26
H 0.0826 -2.0807 7.5481 -0.1128 0.1728 -0.0739 0.32
H 0.4155 -4.5089 6.3428 0.0180 0.0834 -0.0062 0.34
H -1.0133 -4.1821 7.3232 0.0372 0.0294 -0.0135 0.28
H -0.8266 -4.0186 4.2898 -0.0925 -0.0225 -0.0341 0.11
H -2.1373 -4.6876 5.3085 -0.0709 0.0711 -0.2925 0.34
```
Forces are in eV/Å.

calculated total energy = -65533.0897 eV